(1)
{
  "formula": "C21H26N6O4",
  "method": "ωB97M-V/def2-TZVPD",
  "species": ["O", "O", "O", "O", "N", "N", "N", "N", "N", "N", "C", "C", "C", "C", "C", "C", "C", "C", "C", "C", "C", "C", "C", "C", "C", "C", "C", "C", "C", "C", "C", "H", "H", "H", "H", "H", "H", "H", "H", "H", "H", "H", "H", "H", "H", "H", "H", "H", "H", "H", "H", "H", "H", "H", "H", "H", "H"],
  "positions_angstrom": [[-5.522578, -0.381776, 1.189597], [2.551941, 3.312122, 0.157078], [2.116174, 1.597870, 2.040294], [-3.623586, 1.778386, 1.215392], [-0.326416, -0.212128, -1.459895], [2.117978, -3.323967, 0.945429], [1.028508, -2.957451, 1.469355], [2.256776, -2.666476, -0.211349], [0.407344, -2.059954, 0.712116], [-2.813473, 0.884033, -0.692268], [-3.749171, 1.011045, 0.278993], [3.872331, 1.706906, -1.117796], [-0.394305, 0.757966, -0.377097], [-2.747039, -0.151250, -1.693202], [0.905383, -0.960318, -1.503148], [4.580262, -1.937899, -0.355821], [3.451043, -2.766088, -0.998211], [1.741878, 0.685849, 3.047131], [-6.702211, -0.899681, 0.833823], [-1.521502, -1.038879, -1.451080], [2.752855, 4.294138, -0.827495], [4.371953, 0.414135, -1.217611], [3.409093, -0.121027, 0.907423], [3.117942, 2.087738, -0.022596], [1.167976, -1.862688, -0.340712], [-5.867318, 0.107535, -0.950792], [-6.974763, -0.628293, -0.473054], [2.879913, 1.152519, 1.013648], [-5.000558, 0.223528, 0.106209], [-1.597614, 1.666362, -0.612471], [4.145478, -0.506129, -0.212856], [1.072916, 1.237673, 3.704448], [4.942315, 0.133627, -2.090635], [2.339265, 3.987174, -1.794450], [5.464659, -2.013615, -0.988436], [-7.249410, -1.437951, 1.582195], [-1.640040, -1.568005, -0.493250], [3.254811, -0.834918, 1.701909], [-1.469266, 2.205404, -1.557179], [-7.847509, -0.910667, -1.025073], [-2.656808, 0.320694, -2.678555], [3.814330, 4.535675, -0.946608], [-1.705331, 2.375639, 0.208591], [4.071242, 2.405465, -1.914442], [-1.447919, -1.774829, -2.255774], [2.220890, 5.175328, -0.473266], [-0.497008, 0.264680, 0.600022], [3.234636, -2.401769, -2.004774], [0.897498, -1.571430, -2.415591], [-3.648627, -0.761068, -1.665601], [1.209046, -0.177063, 2.635911], [4.807266, -2.365090, 0.622159], [0.516681, 1.357296, -0.377952], [-5.739828, 0.513742, -1.933787], [2.608671, 0.339910, 3.619614], [3.738022, -3.819817, -1.040148], [1.732926, -0.245976, -1.581451]],
  "forces_ev_per_angstrom": [[0.429, 0.121, 0.446], [0.029, -0.417, 0.247], [0.217, 0.224, -0.457], [-0.082, -0.044, 0.270], [0.051, -0.139, 0.060], [1.207, -0.661, -0.060], [-0.267, -0.340, 0.838], [-1.500, 0.512, 0.048], [-0.453, 0.674, -0.573], [0.091, 0.020, -0.093], [-0.124, 0.058, 0.140], [-0.160, 0.247, 0.040], [-0.185, 0.292, -0.001], [0.102, -0.543, -0.196], [-0.002, 0.194, -0.218], [-0.231, 0.043, -0.131], [0.725, -0.140, 0.013], [-0.102, -0.253, 0.244], [-0.634, -0.132, -0.635], [-0.347, 0.064, -0.125], [0.038, 0.168, -0.197], [0.034, -0.210, 0.154], [-0.048, 0.192, 0.154], [-0.104, 0.071, 0.127], [0.565, -0.532, 0.102], [0.620, 0.127, 0.536], [-0.059, -0.176, 0.538], [-0.090, 0.165, -0.008], [-0.416, 0.186, -0.904], [0.275, 0.259, 0.285], [0.220, 0.057, -0.126], [0.049, -0.062, -0.003], [0.085, -0.035, -0.107], [0.031, 0.001, 0.033], [0.048, -0.029, 0.029], [0.024, -0.050, 0.172], [-0.048, 0.024, -0.145], [-0.091, -0.085, 0.100], [0.029, 0.002, 0.036], [-0.211, -0.087, -0.040], [-0.044, -0.066, 0.005], [-0.041, -0.025, -0.005], [0.028, -0.048, -0.140], [-0.020, 0.123, -0.048], [-0.022, -0.024, 0.007], [0.052, -0.029, -0.070], [0.030, 0.098, -0.029], [-0.015, -0.074, 0.092], [0.098, 0.080, 0.057], [0.128, 0.077, -0.042], [0.034, 0.023, -0.022], [0.050, -0.048, -0.050], [0.012, 0.032, 0.028], [0.114, 0.095, -0.185], [-0.022, 0.014, -0.039], [-0.098, 0.100, -0.106], [0.002, -0.096, -0.046]],
  "total_charge": 0,
  "e_above_lowest_ev": 3.288,
  "smiles": "COc1ccc(CCn2nnnc2CN2CCN(C(=O)c3ccco3)CC2)cc1OC",
  "energy_ev": -39327.523
}

---

(2)
{
  "formula": "C4H13N2OS",
  "method": "ωB97M-V/def2-TZVPD",
  "species": ["S", "O", "N", "N", "C", "C", "C", "C", "H", "H", "H", "H", "H", "H", "H", "H", "H", "H", "H", "H", "H"],
  "positions_angstrom": [[-2.718743, -0.787376, 1.721244], [1.220121, -0.311173, 2.423003], [2.931081, 1.350812, -1.667102], [0.301781, 0.173571, -0.732315], [-1.016745, -0.445363, -0.499780], [0.836549, 0.139713, -2.083388], [2.346444, 0.051953, -2.074402], [-1.769206, 0.298708, 0.595774], [2.704332, -0.756720, -1.442469], [-1.631558, -0.446149, -1.407184], [-2.415444, 1.081680, 0.198188], [0.620622, -0.821853, 2.978100], [0.574923, 1.019537, -2.683546], [2.747094, -0.137124, -3.065423], [2.579719, 1.610939, -0.739149], [-1.007901, 0.771092, 1.232180], [0.453495, -0.741783, -2.588571], [0.757182, -0.074639, 1.608913], [0.293188, 1.136334, -0.390558], [3.937882, 1.230446, -1.530962], [-0.838875, -1.479543, -0.217641]],
  "forces_ev_per_angstrom": [[-0.099, -0.034, -0.147], [0.573, 0.124, 0.239], [0.183, -0.027, 0.528], [0.166, 0.813, 0.120], [0.020, 0.284, -0.297], [0.284, -0.304, 0.150], [0.656, 0.695, 0.085], [0.243, -0.520, 0.945], [-0.269, -0.285, 0.277], [0.043, -0.032, -0.162], [0.110, 0.072, -0.208], [-0.358, 0.155, -0.430], [-0.212, 0.014, -0.048], [-0.169, -0.098, -0.407], [0.083, -0.231, -0.357], [-0.121, 0.288, -0.143], [-0.178, -0.161, -0.070], [-0.168, -0.383, 0.087], [-0.226, -0.347, -0.223], [-0.362, 0.098, -0.098], [-0.200, -0.120, 0.159]],
  "total_charge": -1,
  "e_above_lowest_ev": 0.499,
  "energy_ev": -20222.434
}

---

(3)
{
  "formula": "C3H9NO2",
  "method": "ωB97M-V/def2-TZVPD",
  "species": ["O", "O", "N", "C", "C", "C", "H", "H", "H", "H", "H", "H", "H", "H", "H"],
  "positions_angstrom": [[1.032466, -1.734856, -1.100073], [1.189139, -2.652758, 2.322548], [-1.564284, 1.944268, -0.198552], [-0.074020, 0.012487, 0.075093], [-0.451951, 1.182799, -0.954515], [1.115306, -0.582790, -0.717716], [-1.406881, 2.857307, -0.363874], [2.023272, -0.056502, -0.828698], [0.391460, 0.563801, 0.947767], [0.301191, -2.225612, 2.272799], [-0.645483, 0.665263, -1.768463], [0.350471, 1.907751, -1.026097], [1.201116, -3.102483, 1.495957], [-2.503464, 1.802747, -0.508618], [-0.958340, -0.581423, 0.352442]],
  "forces_ev_per_angstrom": [[0.572, 0.567, -0.528], [-1.374, 1.108, 0.735], [0.859, -3.561, -0.644], [2.769, 2.960, -1.024], [-1.046, 1.593, 7.234], [-3.132, -3.514, 2.098], [0.640, 3.955, -0.470], [1.146, 1.295, -0.290], [-0.825, -0.794, -0.587], [1.015, -0.330, 0.363], [-1.550, -1.484, -4.490], [0.274, -0.262, -0.364], [0.363, -0.736, -1.161], [-0.474, -0.678, -0.434], [0.763, -0.119, -0.437]],
  "total_charge": 0,
  "e_above_lowest_ev": 2.758,
  "smiles": "NCCC=O.O",
  "energy_ev": -8840.198
}

---

(4)
{
  "formula": "C24H25N2O",
  "method": "ωB97M-V/def2-TZVPD",
  "species": ["O", "N", "N", "C", "C", "C", "C", "C", "C", "C", "C", "C", "C", "C", "C", "C", "C", "C", "C", "C", "C", "C", "C", "C", "C", "C", "C", "H", "H", "H", "H", "H", "H", "H", "H", "H", "H", "H", "H", "H", "H", "H", "H", "H", "H", "H", "H", "H", "H", "H", "H", "H"],
  "positions_angstrom": [[7.555465, -0.144863, -2.063527], [1.412244, -0.472049, 3.136209], [7.821409, 1.306053, 5.476325], [5.355235, 1.306714, 0.433352], [6.039181, 1.109997, 4.075014], [7.396503, -0.622129, 0.324228], [6.675082, 1.516283, 6.267804], [5.947740, 1.034620, -0.776592], [9.201520, 1.443347, 5.902337], [6.809937, -0.310988, 1.535285], [-0.858874, -0.513352, 2.172790], [6.560513, 1.860427, 7.610414], [6.989296, 0.070784, -0.846414], [5.804820, 0.686858, 1.636062], [-2.909953, -1.745802, 2.554297], [0.628733, -0.505060, 1.906224], [-2.922365, 0.682410, 2.605475], [5.278939, 1.103952, 2.902263], [4.266808, 1.543276, 5.934568], [-1.537700, -1.733322, 2.283090], [8.575347, -1.161137, -2.125162], [4.130668, 1.864431, 7.296501], [5.546548, 1.374607, 5.426134], [7.455349, 1.026620, 4.195257], [-1.550549, 0.694170, 2.333482], [-3.604548, -0.538311, 2.713100], [5.259104, 2.027227, 8.121208], [-0.996962, 1.635015, 2.256675], [0.886380, -1.392949, 1.304802], [8.905402, -1.169942, -3.160641], [3.133187, 1.988879, 7.717479], [-0.978610, -2.666217, 2.158631], [8.179159, -1.383853, 0.274117], [-4.675512, -0.548416, 2.918733], [9.412360, -0.914548, -1.461036], [0.880452, 0.409392, 1.357633], [4.548149, 2.037601, 0.502144], [7.457365, 1.983457, 8.215344], [-3.454883, 1.626858, 2.731813], [7.146812, -0.835648, 2.428946], [-3.432525, -2.700247, 2.638893], [9.757971, 0.513375, 5.730657], [8.164205, -2.138973, -1.846147], [1.136176, -1.242312, 3.740350], [4.296650, 1.581147, 2.946000], [9.227937, 1.694778, 6.963918], [9.703876, 2.232113, 5.325924], [5.639248, 1.537515, -1.692164], [8.195903, 0.870743, 3.413986], [3.415099, 1.408621, 5.264198], [5.120852, 2.282580, 9.171277], [2.415206, -0.523363, 2.973510]],
  "forces_ev_per_angstrom": [[-0.404, -0.060, 1.241], [-0.010, 0.097, 0.758], [-0.553, -0.531, -1.901], [-0.042, -0.181, 0.334], [-0.579, -0.358, -0.039], [-0.038, 0.192, -0.362], [-0.765, 0.066, -0.247], [0.347, -0.342, -0.088], [0.607, 0.028, 0.013], [0.049, 0.379, -0.034], [-0.019, -0.005, 0.142], [-0.299, -0.088, -0.032], [0.277, -0.107, -0.245], [-0.089, -0.217, -0.310], [0.080, 0.226, -0.002], [0.148, -0.063, -0.350], [0.161, -0.224, -0.046], [1.299, 0.233, 0.191], [-0.024, 0.033, 0.438], [-0.169, 0.385, 0.084], [-0.107, 0.114, -0.016], [0.191, -0.124, -0.443], [0.497, 0.424, 0.239], [0.130, 0.540, 1.414], [-0.192, -0.358, 0.112], [0.368, -0.028, -0.070], [0.380, -0.136, -0.466], [-0.264, -0.286, 0.015], [-0.128, 0.315, -0.146], [-0.005, -0.037, 0.105], [0.297, -0.011, -0.097], [-0.264, 0.271, 0.011], [-0.443, 0.315, 0.076], [0.306, 0.001, -0.056], [-0.122, 0.024, -0.208], [-0.030, -0.251, -0.195], [0.222, -0.149, -0.110], [-0.381, 0.008, 0.080], [0.110, -0.315, -0.041], [-0.269, 0.004, -0.237], [0.100, 0.316, -0.023], [-0.267, 0.151, 0.171], [0.043, 0.187, -0.136], [0.199, 0.145, -0.050], [0.114, -0.270, -0.042], [0.043, -0.069, -0.243], [-0.255, -0.101, 0.244], [0.078, -0.147, 0.240], [-0.137, 0.185, 0.334], [0.039, 0.100, 0.423], [0.076, -0.064, -0.297], [-0.310, -0.218, -0.140]],
  "total_charge": 1,
  "e_above_lowest_ev": 0.787,
  "energy_ev": -30314.560
}